A structure of composition C29H39N7O3PPdS3, computed with ωB97M-V/def2-TZVPD.

Its total energy is -3400.927820 hartree. As for the expectation value of S²: 2.01. The calculation puts the HOMO energy (spin up / spin down) at -10.22 / -10.18 eV. The value obtained for the orbital gap (spin up / spin down) is 6.801 / 4.635 eV. Its multiplicity is 3. The net charge is +1. As for the maximum force: 0.037 hartree/bohr.

Last column: Mulliken spin population.
CARTESIAN COORDINATES (ANGSTROEM)
Pd 0.905 -0.870 0.537  1.301
C 0.903 -5.069 2.093  0.001
C 0.615 -3.734 2.679  0.002
N 1.122 -2.613 2.286  0.049
C 0.749 -1.553 3.082  -0.022
C -0.147 -1.885 4.064  -0.005
S -0.472 -3.569 4.048  0.004
C 1.613 -0.376 3.055  0.001
C 1.677 0.634 3.978  0.005
S 3.201 1.421 3.917  0.011
C 3.669 0.333 2.620  0.003
N 2.735 -0.480 2.265  0.024
C 5.052 0.313 2.098  0.000
H 1.646 -4.980 1.301  0.000
H 0.000 -5.542 1.705  0.000
H 1.299 -5.724 2.868  0.001
H -0.599 -1.243 4.791  0.000
H 0.942 0.933 4.695  0.000
H 5.415 1.313 1.870  0.000
H 5.707 -0.110 2.862  0.000
H 5.107 -0.320 1.214  -0.001
C -2.965 2.006 -1.611  0.001
N -2.276 1.337 -0.499  0.010
C -3.109 1.431 0.711  0.002
C -1.990 -0.096 -0.788  0.000
C -0.963 -0.378 -1.860  -0.075
C -1.315 -0.399 -3.207  0.024
C -0.379 -0.747 -4.165  -0.018
C 0.903 -1.117 -3.791  0.027
C 1.250 -1.136 -2.448  -0.185
C 0.327 -0.761 -1.478  0.471
H -3.139 3.054 -1.370  0.000
H -3.930 1.513 -1.749  0.000
H -2.375 1.936 -2.522  0.000
H -1.362 1.781 -0.325  0.009
H -4.032 0.871 0.518  0.000
H -3.366 2.467 0.916  0.000
H -2.587 1.013 1.569  0.001
H -2.953 -0.548 -1.040  -0.008
H -1.605 -0.530 0.152  0.044
H -2.330 -0.180 -3.510  0.000
H -0.660 -0.760 -5.205  0.001
H 1.622 -1.411 -4.540  0.000
H 2.240 -1.483 -2.161  0.021
N -0.398 -3.297 -0.435  0.128
C -1.769 -3.160 -0.290  -0.031
C -2.616 -3.290 -1.396  0.024
C -3.941 -2.895 -1.301  -0.012
C -4.404 -2.400 -0.103  0.026
C -3.627 -2.350 1.030  -0.009
C -2.304 -2.746 0.936  0.022
S -5.877 -1.311 -0.179  -0.001
O -5.166 -0.120 -0.680  0.001
O -6.314 -1.182 1.188  0.000
O -6.746 -1.941 -1.131  0.000
H 0.109 -3.635 0.370  -0.016
H -0.106 -3.710 -1.310  -0.003
H -2.224 -3.643 -2.338  0.000
H -4.610 -2.919 -2.145  0.000
H -4.049 -1.971 1.947  -0.001
H -1.663 -2.675 1.801  -0.014
C 1.799 4.699 -0.850  -0.004
N 2.479 4.151 0.309  0.030
C 3.736 3.558 -0.116  -0.004
N 3.537 2.534 -1.124  -0.001
C 2.835 3.098 -2.261  0.000
N 1.567 3.692 -1.873  0.012
C 0.603 2.707 -1.463  0.033
P 1.138 1.692 0.060  0.057
C 1.662 3.232 1.048  0.063
C 2.870 1.370 -0.605  0.033
H 2.427 5.486 -1.275  0.001
H 0.843 5.133 -0.541  -0.001
H 4.241 3.127 0.752  0.000
H 4.364 4.346 -0.539  0.001
H 2.647 2.313 -2.998  0.000
H 3.461 3.877 -2.704  0.000
H 0.425 2.021 -2.299  0.000
H -0.324 3.245 -1.232  -0.007
H 2.223 2.900 1.925  -0.002
H 0.760 3.751 1.389  -0.004
H 2.798 0.617 -1.399  -0.023
H 3.466 0.955 0.212  0.000